[1]
Density functional theory data (ωB97M-V/def2-TZVPD) for a 8-piece molecular cluster, C17H50O12 overall.

Last columns: bonded neighbours and bond lengths (Å).
Atoms and positions in Å:
1 O -19.491 2.231 27.032  H2 0.972, H3 0.973
2 H -18.684 2.749 26.869  O1 0.972
3 H -19.177 1.340 27.261  O1 0.973
4 C -21.467 -2.438 28.428  C5 1.512, O7 1.423, H8 1.096, H9 1.091
5 C -21.817 -1.596 27.222  C4 1.512, O6 1.405, H10 1.103, H11 1.092
6 O -20.842 -1.641 26.211  C5 1.405, H12 0.964
7 O -21.433 -3.837 28.169  C4 1.423, H13 0.962
8 H -22.167 -2.240 29.248  C4 1.096
9 H -20.464 -2.147 28.744  C4 1.091
10 H -21.952 -0.563 27.584  C5 1.103
11 H -22.762 -1.921 26.780  C5 1.092
12 H -19.987 -1.449 26.613  O6 0.964
13 H -22.249 -4.061 27.711  O7 0.962
14 C -20.753 5.438 29.180  C15 1.495, O17 1.413, H18 1.099, H19 1.098
15 C -19.397 5.956 29.536  C14 1.495, O16 1.424, H20 1.097, H21 1.095
16 O -19.264 6.212 30.930  C15 1.424, H22 0.960
17 O -21.666 6.514 29.242  C14 1.413, H23 0.961
18 H -21.017 4.655 29.905  C14 1.099
19 H -20.740 4.943 28.200  C14 1.098
20 H -19.154 6.848 28.947  C15 1.097
21 H -18.611 5.232 29.297  C15 1.095
22 H -19.374 7.153 31.088  O16 0.960
23 H -22.561 6.166 29.198  O17 0.961
24 C -15.031 4.690 26.616  C25 1.517, O27 1.424, H28 1.094, H29 1.091
25 C -16.525 4.847 26.826  C24 1.517, O26 1.422, H30 1.096, H31 1.099
26 O -17.231 3.781 26.202  C25 1.422, H32 0.980
27 O -14.311 5.815 27.110  C24 1.424, H33 0.961
28 H -14.849 4.598 25.541  C24 1.094
29 H -14.692 3.780 27.115  C24 1.091
30 H -16.846 5.797 26.383  C25 1.096
31 H -16.716 4.895 27.907  C25 1.099
32 H -17.906 4.175 25.611  O26 0.980
33 H -14.936 6.504 27.354  O27 0.961
34 C -21.630 1.263 23.363  C35 1.519, O37 1.432, H38 1.095, H39 1.100
35 C -22.164 1.592 24.746  C34 1.519, O36 1.414, H40 1.093, H41 1.094
36 O -21.461 2.695 25.283  C35 1.414, H42 0.980
37 O -22.219 0.029 22.936  C34 1.432, H43 0.960
38 H -20.537 1.196 23.367  C34 1.095
39 H -21.909 2.088 22.692  C34 1.100
40 H -22.126 0.712 25.393  C35 1.093
41 H -23.219 1.866 24.651  C35 1.094
42 H -20.846 2.404 25.988  O36 0.980
43 H -21.934 -0.161 22.039  O37 0.960
44 C -16.415 -0.594 26.450  C45 1.521, H48 1.090, H49 1.094, H50 1.093
45 C -17.697 -1.300 26.864  C44 1.521, C46 1.522, O47 1.449, H51 1.091
46 C -17.399 -2.510 27.737  C45 1.522, H52 1.091, H53 1.093, H54 1.089
47 O -18.549 -0.348 27.549  C45 1.449, H55 0.978
48 H -16.614 0.287 25.840  C44 1.090
49 H -15.769 -1.252 25.860  C44 1.094
50 H -15.852 -0.315 27.345  C44 1.093
51 H -18.235 -1.661 25.985  C45 1.091
52 H -18.322 -2.948 28.118  C46 1.091
53 H -16.792 -2.232 28.601  C46 1.093
54 H -16.853 -3.238 27.139  C46 1.089
55 H -18.045 -0.103 28.350  O47 0.978
56 C -15.299 1.447 30.453  C57 1.522, H60 1.096, H61 1.093, H62 1.086
57 C -16.819 1.393 30.467  C56 1.522, C58 1.517, O59 1.437, H63 1.096
58 C -17.404 2.457 29.556  C57 1.517, H64 1.094, H65 1.097, H66 1.085
59 O -17.285 0.122 29.983  C57 1.437, H67 0.961
60 H -14.956 1.387 29.413  C56 1.096
61 H -14.862 0.568 30.935  C56 1.093
62 H -14.938 2.365 30.908  C56 1.086
63 H -17.196 1.568 31.480  C57 1.096
64 H -17.021 2.323 28.540  C58 1.094
65 H -16.984 3.416 29.882  C58 1.097
66 H -18.487 2.534 29.586  C58 1.085
67 H -16.995 -0.578 30.575  O59 0.961
68 C -20.765 6.105 25.274  C69 1.526, H72 1.091, H73 1.097, H74 1.091
69 C -19.834 5.615 24.168  C68 1.526, C70 1.511, O71 1.434, H75 1.095
70 C -18.633 6.514 23.993  C69 1.511, H76 1.093, H77 1.099, H78 1.086
71 O -19.336 4.317 24.520  C69 1.434, H79 0.974
72 H -21.482 6.870 24.972  C68 1.091
73 H -20.191 6.561 26.090  C68 1.097
74 H -21.299 5.263 25.715  C68 1.091
75 H -20.376 5.535 23.220  C69 1.095
76 H -17.859 6.017 23.403  C70 1.093
77 H -18.154 6.651 24.972  C70 1.099
78 H -18.913 7.491 23.613  C70 1.086
79 H -20.109 3.792 24.795  O71 0.974

As for the energy relative to the best compared isomer or geometry (same formula, charge and spin): 0.0 kcal/mol. Its total charge is 0. As for the SMILES: CC(C)O.CC(C)O.CC(C)O.OCCO.OCCO.OCCO.OCCO.O. The calculation puts the total energy at -1580.54148 Eh. As for the LUMO energy: 0.5 eV.

***

[2]
Density functional theory data (ωB97M-V/def2-TZVPD) for a 9-piece molecular cluster, C17H51FO8PS9 overall.

Last columns: bonded neighbours and bond lengths (Å).
Atoms and positions in Å:
1 F 2.876 -0.221 -0.516  C2 1.476
2 C 1.979 -1.388 -0.631  F1 1.476, P3 1.776, H5 1.105
3 P 0.303 -0.815 -0.763  C2 1.776, S4 1.989, H6 1.405, H7 1.406
4 S -1.033 -2.193 -0.244  P3 1.989
5 H 2.213 -1.815 -1.623  C2 1.105
6 H -0.072 -0.355 -2.037  P3 1.405
7 H 0.230 0.340 0.036  P3 1.406
8 C -0.701 4.236 -0.659  S9 1.788, H12 1.086, H13 1.092, H14 1.089
9 S -1.518 2.851 -1.442  C8 1.788, O10 1.493, C11 1.792
10 O -0.576 2.342 -2.483  S9 1.493
11 C -2.750 3.803 -2.329  S9 1.792, H15 1.085, H16 1.090, H17 1.086
12 H 0.120 3.842 -0.068  C8 1.086
13 H -0.328 4.915 -1.427  C8 1.092
14 H -1.397 4.750 0.003  C8 1.089
15 H -2.252 4.496 -3.000  C11 1.085
16 H -3.389 4.335 -1.624  C11 1.090
17 H -3.352 3.113 -2.911  C11 1.086
18 C 1.821 -6.132 -0.778  S19 1.792, H22 1.089, H23 1.091, H24 1.092
19 S 2.948 -4.757 -1.002  C18 1.792, O20 1.488, C21 1.801
20 O 3.062 -4.540 -2.470  S19 1.488
21 C 4.429 -5.666 -0.529  S19 1.801, H25 1.091, H26 1.091, H27 1.088
22 H 0.833 -5.786 -1.077  C18 1.089
23 H 2.126 -6.974 -1.402  C18 1.091
24 H 1.816 -6.421 0.274  C18 1.092
25 H 4.561 -6.525 -1.188  C21 1.091
26 H 4.331 -5.987 0.509  C21 1.091
27 H 5.270 -4.984 -0.633  C21 1.088
28 C 3.468 7.054 -0.599  S29 1.797, H32 1.087, H33 1.090, H34 1.090
29 S 2.125 8.194 -0.242  C28 1.797, O30 1.480, C31 1.798
30 O 1.040 7.393 0.367  S29 1.480
31 C 1.663 8.471 -1.958  S29 1.798, H35 1.090, H36 1.090, H37 1.087
32 H 3.864 6.710 0.354  C28 1.087
33 H 3.080 6.206 -1.163  C28 1.090
34 H 4.247 7.572 -1.159  C28 1.090
35 H 1.414 7.516 -2.421  C31 1.090
36 H 2.488 8.954 -2.483  C31 1.090
37 H 0.792 9.121 -1.960  C31 1.087
38 C 0.202 -5.329 2.659  S39 1.794, H42 1.090, H43 1.090, H44 1.089
39 S 1.476 -6.245 3.529  C38 1.794, O40 1.493, C41 1.793
40 O 2.220 -7.036 2.505  S39 1.493
41 C 0.387 -7.394 4.371  S39 1.793, H45 1.090, H46 1.088, H47 1.086
42 H 0.685 -4.582 2.030  C38 1.090
43 H -0.375 -6.017 2.041  C38 1.090
44 H -0.439 -4.830 3.385  C38 1.089
45 H -0.201 -7.941 3.633  C41 1.090
46 H -0.261 -6.851 5.056  C41 1.088
47 H 1.003 -8.082 4.940  C41 1.086
48 C -6.205 1.953 -4.174  S49 1.796, H52 1.088, H53 1.090, H54 1.090
49 S -6.121 3.717 -4.500  C48 1.796, O50 1.484, C51 1.800
50 O -6.057 4.393 -3.181  S49 1.484
51 C -7.821 3.892 -5.066  S49 1.800, H55 1.090, H56 1.090, H57 1.087
52 H -5.243 1.650 -3.767  C48 1.088
53 H -6.994 1.756 -3.449  C48 1.090
54 H -6.391 1.422 -5.108  C48 1.090
55 H -8.502 3.559 -4.282  C51 1.090
56 H -7.962 3.308 -5.975  C51 1.090
57 H -7.986 4.946 -5.276  C51 1.087
58 C -0.115 4.222 -6.147  S59 1.794, H62 1.089, H63 1.089, H64 1.091
59 S -1.428 5.424 -5.917  C58 1.794, O60 1.481, C61 1.799
60 O -2.559 4.672 -5.326  S59 1.481
61 C -1.805 5.655 -7.660  S59 1.799, H65 1.090, H66 1.090, H67 1.088
62 H 0.204 3.901 -5.156  C58 1.089
63 H -0.507 3.367 -6.696  C58 1.089
64 H 0.715 4.686 -6.681  C58 1.091
65 H -2.071 4.694 -8.100  C61 1.090
66 H -0.941 6.087 -8.165  C61 1.090
67 H -2.649 6.338 -7.724  C61 1.088
68 C 2.076 -9.485 7.787  S69 1.797, H72 1.088, H73 1.090, H74 1.090
69 S 0.382 -9.258 8.341  C68 1.797, O70 1.483, C71 1.797
70 O -0.250 -8.316 7.385  S69 1.483
71 C 0.791 -8.302 9.806  S69 1.797, H75 1.089, H76 1.090, H77 1.087
72 H 2.042 -10.026 6.844  C68 1.088
73 H 2.541 -8.511 7.639  C68 1.090
74 H 2.624 -10.069 8.526  C68 1.090
75 H 1.349 -7.414 9.512  C71 1.089
76 H 1.373 -8.919 10.491  C71 1.090
77 H -0.146 -8.012 10.277  C71 1.087
78 C 2.431 1.518 2.311  S79 1.786, H82 1.089, H83 1.091, H84 1.090
79 S 0.790 1.849 2.932  C78 1.786, O80 1.489, C81 1.801
80 O 0.244 2.983 2.137  S79 1.489
81 C 1.312 2.557 4.504  S79 1.801, H85 1.090, H86 1.090, H87 1.088
82 H 2.329 1.100 1.311  C78 1.089
83 H 2.996 2.450 2.287  C78 1.091
84 H 2.913 0.780 2.953  C78 1.090
85 H 1.958 3.414 4.317  C81 1.090
86 H 1.834 1.796 5.083  C81 1.090
87 H 0.418 2.876 5.035  C81 1.088

Its total charge is -1. The calculation puts the total energy at -5304.86155 Eh. As for the LUMO energy: 1.7 eV.

***

[3]
Density functional theory data (ωB97M-V/def2-TZVPD) for a 9-piece molecular cluster, C17H52N2O17 overall at a distorted geometry.

Last columns: bonded neighbours and bond lengths (Å).
Atoms and positions in Å:
1 C -1.257 -1.478 3.823  C2 1.561, O4 1.410, H5 1.090, H6 1.090
2 C 0.286 -1.654 3.980  C1 1.561, O3 1.440, H7 1.090, H8 1.090
3 O 0.972 -1.840 2.728  C2 1.440, H9 0.960
4 O -1.626 -2.672 3.169  C1 1.410, H10 0.960
5 H -1.438 -0.626 3.168  C1 1.090
6 H -1.663 -1.508 4.834  C1 1.090
7 H 0.544 -2.500 4.618  C2 1.090
8 H 0.700 -0.710 4.333  C2 1.090
9 H 0.798 -2.685 2.306  O3 0.960
10 H -2.551 -2.595 2.923  O4 0.960
11 C -0.651 1.536 -4.676  C12 1.532, O14 1.390, H15 1.090, H16 1.090
12 C 0.167 0.926 -3.534  C11 1.532, O13 1.427, H17 1.090, H18 1.090
13 O 1.501 0.621 -3.936  C12 1.427, H19 0.960
14 O -0.356 2.851 -5.020  C11 1.390, H20 0.960
15 H -1.725 1.407 -4.536  C11 1.090
16 H -0.369 0.935 -5.541  C11 1.090
17 H -0.400 0.002 -3.418  C12 1.090
18 H -0.036 1.519 -2.642  C12 1.090
19 H 1.387 -0.129 -4.525  O13 0.960
20 H -0.725 3.039 -5.886  O14 0.960
21 C 2.525 5.841 2.510  C22 1.510, O24 1.410, H25 1.090, H26 1.090
22 C 1.780 4.617 2.034  C21 1.510, O23 1.403, H27 1.090, H28 1.090
23 O 1.633 4.679 0.640  C22 1.403, H29 0.960
24 O 3.851 5.966 2.049  C21 1.410, H30 0.960
25 H 2.440 5.976 3.588  C21 1.090
26 H 2.040 6.763 2.188  C21 1.090
27 H 0.769 4.562 2.437  C22 1.090
28 H 2.270 3.690 2.331  C22 1.090
29 H 1.204 3.856 0.392  O23 0.960
30 H 4.210 6.803 2.355  O24 0.960
31 C -3.729 3.800 -0.905  C32 1.600, O34 1.423, H35 1.090, H36 1.090
32 C -3.000 3.204 -2.199  C31 1.600, O33 1.434, H37 1.090, H38 1.090
33 O -3.741 2.218 -2.930  C32 1.434, H39 0.960
34 O -3.670 2.824 0.129  C31 1.423, H40 0.960
35 H -4.787 3.986 -1.093  C31 1.090
36 H -3.337 4.751 -0.547  C31 1.090
37 H -2.093 2.761 -1.790  C32 1.090
38 H -2.633 3.989 -2.861  C32 1.090
39 H -4.329 2.729 -3.490  O33 0.960
40 H -4.428 2.247 0.010  O34 0.960
41 C 3.399 1.357 -1.008  C42 1.517, O44 1.444, H45 1.090, H46 1.090
42 C 3.787 1.058 0.427  C41 1.517, O43 1.434, H47 1.090, H48 1.090
43 O 2.657 0.652 1.210  C42 1.434, H49 0.960
44 O 2.782 0.177 -1.568  C41 1.444, H50 0.960
45 H 4.252 1.710 -1.587  C41 1.090
46 H 2.766 2.239 -0.911  C41 1.090
47 H 4.145 1.949 0.944  C42 1.090
48 H 4.468 0.212 0.526  C42 1.090
49 H 2.344 -0.186 0.860  O43 0.960
50 H 2.507 0.332 -2.474  O44 0.960
51 C -1.204 -6.007 1.703  C52 1.616, O54 1.443, H55 1.090, H56 1.090
52 C 0.387 -5.732 1.639  C51 1.616, O53 1.426, H57 1.090, H58 1.090
53 O 0.674 -4.354 1.413  C52 1.426, H59 0.960
54 O -1.692 -5.296 2.860  C51 1.443, H60 0.960
55 H -1.336 -7.086 1.784  C51 1.090
56 H -1.639 -5.548 0.815  C51 1.090
57 H 0.852 -6.311 0.842  C52 1.090
58 H 0.767 -6.002 2.625  C52 1.090
59 H 0.460 -4.177 0.495  O53 0.960
60 H -1.589 -4.348 2.749  O54 0.960
61 C -2.823 -2.807 -3.441  C62 1.550, O64 1.420, H65 1.090, H66 1.090
62 C -3.400 -1.408 -3.782  C61 1.550, O63 1.418, H67 1.090, H68 1.090
63 O -3.388 -0.551 -2.653  C62 1.418, H69 0.960
64 O -1.713 -2.646 -2.572  C61 1.420, H70 0.960
65 H -2.263 -3.065 -4.340  C61 1.090
66 H -3.522 -3.516 -2.997  C61 1.090
67 H -4.385 -1.516 -4.235  C62 1.090
68 H -2.960 -0.937 -4.661  C62 1.090
69 H -3.368 0.391 -2.838  O63 0.960
70 H -1.885 -1.868 -2.037  O64 0.960
71 C -0.863 1.328 0.587  C72 1.532, O74 1.440, H75 1.090, H76 1.090
72 C -1.657 0.036 0.369  C71 1.532, O73 1.466, H77 1.090, H78 1.090
73 O -0.861 -1.190 0.257  C72 1.466, H79 0.960
74 O -0.037 1.114 1.746  C71 1.440, H80 0.960
75 H -1.580 2.055 0.971  C71 1.090
76 H -0.247 1.512 -0.293  C71 1.090
77 H -2.216 0.185 -0.554  C72 1.090
78 H -2.426 -0.073 1.134  C72 1.090
79 H -0.510 -1.411 1.122  O73 0.960
80 H 0.890 1.195 1.509  O74 0.960
81 C 4.195 -2.771 1.874  O82 1.173, N83 1.281, N84 1.274
82 O 5.220 -3.101 1.409  C81 1.173
83 N 3.256 -2.239 1.184  C81 1.281, H85 1.010, H86 1.010
84 N 3.889 -2.856 3.108  C81 1.274, H87 1.010, H88 1.010
85 H 3.469 -2.278 0.198  N83 1.010
86 H 2.309 -2.098 1.507  N83 1.010
87 H 2.942 -2.608 3.357  N84 1.010
88 H 4.617 -3.213 3.711  N84 1.010

As for the energy relative to the best compared isomer or geometry (same formula, charge and spin): 48.3 kcal/mol. Its total charge is 0. As for the SMILES: NC(N)=O.OCCO.OCCO.OCCO.OCCO.OCCO.OCCO.OCCO.OCCO. The calculation puts the total energy at -2067.33244 Eh. As for the LUMO energy: 0.0 eV.